DFT (the ωB97M-V functional and the def2-TZVPD basis) results for C3H2Br2ClNO as an isolated structure at a distorted geometry.

Cartesian coordinates (Å):
C1 -1.14 0.18 -1.86
C2 0.32 -0.48 1.23
C3 1.39 0.25 0.82
N1 -1.83 0.36 -0.90
O1 -0.17 0.17 -2.48
Cl1 0.02 -2.06 0.63
Br1 1.75 1.96 1.60
Br2 2.88 -0.33 -0.25
H1 -0.54 -0.33 1.79
H2 -2.69 0.30 -0.58

**Largest force on an atom**: 8.37 eV/A
**⟨S²⟩**: 2.01
**Multiplicity**: 3
**Molar mass**: 263.3 g mol⁻¹
**HOMO energy (spin up / spin down)**: -6.0 / -10.4 eV


DFT (the ωB97M-V functional and the def2-TZVPD basis) results for a 3-piece molecular cluster, C6H17NO2 overall at a distorted geometry.

Cartesian coordinates (Å):
C1 2.40 0.48 0.37
C2 1.60 1.79 0.56
C3 0.12 1.42 0.95
C4 -0.47 0.04 0.46
C5 -1.77 -0.14 0.60
N1 -2.49 -1.17 -0.05
C6 -1.80 -2.06 -0.89
H1 3.27 0.79 -0.27
H2 2.62 -0.03 1.30
H3 1.87 -0.18 -0.31
H4 1.36 2.30 -0.38
H5 2.17 2.36 1.27
H6 -0.49 2.13 0.41
H7 -0.12 1.40 2.00
H8 0.21 -0.68 0.00
H9 -2.50 0.48 1.16
H10 -3.34 -1.44 0.44
H11 -1.18 -2.90 -0.41
H12 -1.19 -1.55 -1.64
H13 -2.47 -2.87 -1.18
O1 -0.53 2.58 -2.34
H14 -0.07 2.03 -3.00
H15 -0.63 1.94 -1.60
O2 2.26 -2.64 0.86
H16 1.71 -2.76 1.63
H17 2.03 -1.76 0.53

**Largest force on an atom**: 3.29 eV/A
**Structure (SMILES)**: CCC/C=C/NC.O.O
**Molar mass**: 135.2 g mol⁻¹
**HOMO energy**: -8.1 eV


DFT (the ωB97M-V functional and the def2-TZVPD basis) results for one molecule with the formula C4H7NOS2 at a distorted geometry.

Cartesian coordinates (Å):
C1 0.24 -0.13 1.82
C2 -0.09 1.01 0.89
O1 -1.40 0.69 0.15
N1 -1.28 -0.44 -0.57
C3 -0.36 -0.66 -1.57
S1 -0.70 -1.87 -2.56
C4 0.98 0.10 -1.38
S2 1.00 1.54 -0.26
H1 1.21 0.16 2.36
H2 0.48 -1.07 1.27
H3 -0.45 -0.17 2.65
H4 -0.47 1.92 1.38
H5 -2.21 -0.72 -0.72
H6 1.31 0.33 -2.36
H7 1.76 -0.72 -1.10

**Largest force on an atom**: 4.69 eV/A
**Structure (SMILES)**: C[C@@H]1ONC(=S)CS1
**Molar mass**: 149.2 g mol⁻¹
**HOMO energy**: -8.5 eV